No. 1
DFT (wB97M-V/def2-TZVPD) results for C17H19N5O in the gas phase at a distorted geometry.

The HOMO energy comes out at -0.243 Eh. The calculation puts the frontier orbital gap at 0.264 Eh. The calculation puts the relative energy (zero: lowest compared OMol25 entry of this formula, charge and spin) at 322.9 kcal per mole. The calculation puts the LUMO energy at 0.6 eV.

ORCA input file:
```
! wB97M-V def2-TZVPD RIJCOSX def2/J DEFGRID3
* xyz 0 1
C 0.38 0.18 2.56
C -0.45 -0.67 1.67
N -0.11 -1.78 1.24
N -1.28 -2.37 0.58
C -2.34 -1.64 0.43
C -1.98 -0.43 1.33
C -2.75 0.81 1.67
H -3.75 0.77 1.42
H -2.40 1.38 2.37
C -2.33 1.93 0.39
C -2.94 1.65 -0.90
O -4.12 1.65 -1.42
N -1.94 0.56 -1.76
N -0.67 0.66 -1.22
C 0.00 -0.37 -1.91
C 1.29 -0.62 -1.23
C 2.12 -1.90 -1.52
N 3.27 -1.68 -0.89
C 3.51 -0.30 -0.43
C 4.42 0.20 0.48
C 4.23 1.43 0.75
C 2.98 2.24 0.75
C 2.05 1.70 -0.06
C 2.13 0.34 -0.42
H 1.15 2.31 -0.56
H 3.09 3.17 0.97
H 5.08 1.72 1.40
H 5.40 -0.23 0.50
H 3.92 -2.39 -0.83
H 1.84 -2.67 -2.02
H -0.39 -0.92 -2.59
H -2.35 0.21 -2.59
H -1.27 2.20 0.36
H -2.93 2.77 0.61
C -3.70 -1.85 -0.05
H -4.14 -0.68 -0.32
H -3.49 -2.41 -1.10
H -4.31 -2.30 0.91
H -1.33 -3.22 0.23
H 0.35 1.27 2.10
H 0.01 0.26 3.64
H 1.15 -0.25 2.79
*
```

***

No. 2
DFT (wB97M-V/def2-TZVPD) results for C17H19N7 in the gas phase at a distorted geometry.

The HOMO energy comes out at -0.284 Eh. The calculation puts the frontier orbital gap at 0.306 Eh. The calculation puts the relative energy (zero: lowest compared OMol25 entry of this formula, charge and spin) at 43.2 kcal per mole. The calculation puts the LUMO energy at 0.6 eV.

ORCA input file:
```
! wB97M-V def2-TZVPD RIJCOSX def2/J DEFGRID3
* xyz 0 1
N 4.98 -2.83 0.72
N -2.61 0.51 -1.83
N 1.00 -0.01 -2.88
C 4.56 -2.04 -0.26
C -2.89 0.55 -0.59
C 5.68 -1.63 -1.10
C 6.75 -1.98 -0.42
C -0.30 0.35 -2.96
C 2.46 -1.40 0.73
C -1.21 0.25 -1.94
C 3.24 -1.53 -0.43
C 2.72 -1.07 -1.64
C 1.11 -0.97 0.70
C -0.76 -0.17 -0.73
C 1.46 -0.49 -1.66
C 0.61 -0.54 -0.54
N 6.36 -2.85 0.53
N -0.71 0.53 -4.25
N -1.79 0.13 0.09
N -4.19 1.36 1.56
C -4.24 0.45 2.68
C -4.15 0.77 0.13
C -2.15 2.74 2.34
C -3.58 2.68 1.70
H 5.54 -1.14 -2.09
H 7.81 -1.90 -0.71
H 2.82 -1.72 1.70
H 3.27 -1.16 -2.62
H 0.36 -0.88 1.49
H 6.90 -3.33 1.27
H -0.02 0.27 -4.90
H -1.69 0.38 -4.52
H -1.63 0.11 1.09
H -4.98 -0.30 2.37
H -3.36 -0.01 3.00
H -4.68 0.98 3.54
H -4.76 -0.16 0.14
H -4.66 1.58 -0.43
H -1.74 3.76 2.28
H -2.35 2.36 3.37
H -1.46 1.99 1.93
H -4.18 3.23 2.34
H -3.52 3.17 0.78
*
```

***

No. 3
DFT (wB97M-V/def2-TZVPD) results for a molecular structure, C17H19N7O4S at a distorted geometry.

The HOMO energy comes out at -0.311 Eh. The calculation puts the frontier orbital gap at 0.308 Eh. The calculation puts the LUMO energy at -0.1 eV.

ORCA input file:
```
! wB97M-V def2-TZVPD RIJCOSX def2/J DEFGRID3
* xyz 0 1
C 1.20 3.42 3.94
H 1.75 4.32 4.01
C 1.43 2.87 2.35
H 2.49 2.75 2.31
H 1.16 3.97 1.69
C 0.60 1.81 2.30
N 0.80 1.24 1.09
C 1.98 0.48 0.50
N 2.93 0.29 1.47
H 2.59 0.42 2.49
H 3.71 -0.60 1.25
C 2.19 -0.18 -0.72
C 1.02 0.33 -1.76
O 1.19 -0.36 -2.88
N 0.14 1.13 -1.45
C -0.10 1.53 0.04
O -1.18 2.33 0.24
C -0.87 1.46 -2.27
H -0.56 0.90 -3.44
H -1.84 1.04 -1.99
H -0.79 2.60 -2.51
C 3.09 -1.41 -0.66
O 4.04 -1.52 -0.12
C 2.70 -2.49 -1.66
H 3.52 -3.21 -1.89
H 2.71 -2.05 -2.89
S 0.85 -2.86 -1.65
C 0.61 -2.69 -0.18
N 1.37 -2.57 1.10
N 0.60 -2.06 2.01
N -0.45 -1.79 1.53
N -0.61 -1.95 0.24
C -1.83 -1.82 -0.42
C -2.68 -0.61 0.07
C -3.77 -0.33 -0.64
C -4.02 -1.28 -1.90
C -3.26 -2.07 -2.41
C -2.21 -2.66 -1.34
H -1.51 -3.36 -1.85
H -3.41 -2.81 -3.06
O -5.34 -0.77 -2.41
H -5.23 -1.41 -3.07
H -4.35 0.47 -0.27
H -2.41 -0.08 1.02
H -0.30 2.08 2.20
H 0.62 0.96 2.87
H 0.08 3.79 4.07
H 1.32 2.77 4.64
*
```

***

No. 4
DFT (wB97M-V/def2-TZVPD) results for C17H19NO3S in the gas phase.

The HOMO energy comes out at -0.300 Eh. The calculation puts the frontier orbital gap at 0.317 Eh. The calculation puts the relative energy (zero: lowest compared OMol25 entry of this formula, charge and spin) at 5.8 kcal per mole. The calculation puts the LUMO energy at 0.5 eV.

ORCA input file:
```
! wB97M-V def2-TZVPD RIJCOSX def2/J DEFGRID3
* xyz 0 1
C -6.42 -0.09 1.41
C -5.47 0.85 0.71
H -5.25 1.74 1.32
H -5.88 1.20 -0.25
O -4.25 0.16 0.45
C -3.27 0.87 -0.14
O -3.42 2.04 -0.44
C -2.07 0.08 -0.37
C -1.92 -1.29 -0.08
N -0.67 -1.63 -0.43
C 0.02 -0.54 -0.94
C -0.84 0.55 -0.91
C -0.58 1.94 -1.35
H 0.31 2.34 -0.85
H -1.43 2.57 -1.11
H -0.42 1.98 -2.42
C 1.37 -0.80 -1.38
O 1.82 -1.94 -1.35
C 2.21 0.35 -1.86
H 3.11 -0.02 -2.36
H 1.65 1.00 -2.53
S 2.72 1.41 -0.47
C 4.20 0.65 0.16
C 5.03 1.46 0.91
C 6.20 0.95 1.44
C 6.54 -0.38 1.22
C 5.70 -1.18 0.47
C 4.52 -0.68 -0.06
H 3.88 -1.34 -0.62
H 5.96 -2.22 0.30
H 7.46 -0.78 1.63
H 6.85 1.59 2.03
H 4.76 2.49 1.07
H -0.24 -2.54 -0.37
C -2.87 -2.27 0.49
H -3.17 -1.97 1.49
H -2.41 -3.26 0.53
H -3.77 -2.32 -0.12
H -5.99 -0.43 2.35
H -6.62 -0.96 0.79
H -7.36 0.42 1.62
*
```

***

No. 5
DFT (wB97M-V/def2-TZVPD) results for C17H19NO5S in the gas phase.

The HOMO energy comes out at -0.322 Eh. The calculation puts the frontier orbital gap at 0.340 Eh. The calculation puts the relative energy (zero: lowest compared OMol25 entry of this formula, charge and spin) at 17.8 kcal per mole. The calculation puts the LUMO energy at 0.5 eV.

ORCA input file:
```
! wB97M-V def2-TZVPD RIJCOSX def2/J DEFGRID3
* xyz 0 1
C 3.61 1.25 -1.63
C 3.03 1.78 -0.35
H 3.47 2.73 -0.06
H 1.94 1.87 -0.38
S 3.41 0.63 1.02
O 2.80 1.16 2.22
O 4.83 0.39 1.03
C 2.55 -0.87 0.56
C 3.19 -1.89 -0.12
C 2.46 -2.99 -0.50
C 1.09 -3.11 -0.23
C 0.46 -2.07 0.49
C 1.21 -0.96 0.87
H 0.76 -0.16 1.43
N -0.89 -2.05 0.90
C -1.99 -2.66 0.43
O -2.03 -3.55 -0.39
C -3.28 -2.12 1.06
O -3.14 -0.87 1.68
C -2.88 0.23 0.90
C -2.69 0.20 -0.48
C -2.39 1.38 -1.15
C -2.26 2.58 -0.49
C -2.46 2.60 0.89
C -2.76 1.44 1.58
H -2.91 1.45 2.65
H -2.37 3.53 1.43
C -1.93 3.85 -1.21
H -1.74 3.65 -2.27
H -2.75 4.56 -1.14
H -1.05 4.32 -0.78
H -2.24 1.34 -2.22
H -2.77 -0.72 -1.04
H -3.59 -2.81 1.85
H -4.06 -2.12 0.29
H -1.07 -1.33 1.59
O 0.49 -4.22 -0.65
H -0.50 -4.14 -0.60
H 2.92 -3.81 -1.03
H 4.24 -1.81 -0.32
H 3.11 0.33 -1.93
H 3.52 1.97 -2.44
H 4.67 1.03 -1.48
*
```

***

No. 6
DFT (wB97M-V/def2-TZVPD) results for C17H19NO8 in the gas phase at a distorted geometry.

The HOMO energy comes out at -0.357 Eh. The calculation puts the frontier orbital gap at 0.339 Eh. The calculation puts the LUMO energy at -0.5 eV.

ORCA input file:
```
! wB97M-V def2-TZVPD RIJCOSX def2/J DEFGRID3
* xyz 0 1
C 4.09 0.38 -1.50
H 5.10 0.69 -1.24
H 4.10 -0.09 -2.48
H 3.45 1.25 -1.53
C 3.59 -0.62 -0.47
C 4.55 -1.80 -0.31
H 5.51 -1.43 0.04
H 4.67 -2.29 -1.27
H 4.16 -2.51 0.40
O 2.30 -1.08 -0.84
C 1.55 -1.31 0.32
C 0.17 -0.62 0.25
O -0.84 -1.35 0.89
H -0.65 -1.39 1.83
H -0.13 -0.53 -0.80
C 0.43 0.74 0.93
H -0.43 1.08 1.50
O 1.43 0.45 1.91
C 2.30 -0.53 1.43
O 3.41 0.03 0.78
H 2.62 -1.12 2.29
C 0.88 1.85 -0.07
O 1.99 2.55 0.40
H 2.62 1.92 0.79
C -0.22 2.90 -0.28
H -0.62 3.23 0.69
H 0.24 3.76 -0.78
O -1.26 2.54 -1.17
N -2.10 1.52 -0.73
C -2.33 0.40 -1.53
O -1.78 0.16 -2.57
C -3.36 -0.37 -0.79
C -3.96 -1.58 -1.09
C -4.90 -2.07 -0.19
C -5.22 -1.38 0.97
C -4.61 -0.16 1.27
C -3.68 0.33 0.37
C -2.88 1.57 0.42
O -2.84 2.44 1.25
H -4.85 0.38 2.17
H -5.95 -1.79 1.65
H -5.38 -3.02 -0.39
H -3.70 -2.11 -1.99
H 1.10 1.38 -1.04
H 1.45 -2.38 0.53
*
```